158
Properties=species:S:1:pos:R:3:forces:R:3 method="wB97M-V/def2-TZVPD" e_homo_ev=-9.20 gap_ev=9.0 max_force_ev_per_a=5.87
C 2.729 -0.686 23.473 -2.2 4.2 1.9
O 2.045 0.324 23.660 -0.3 0.0 0.4
N 3.269 -1.398 24.413 0.9 -1.6 4.1
N 3.073 -1.074 22.324 1.3 -2.0 -5.4
H 3.152 -0.984 25.327 0.3 -0.6 0.1
H 3.963 -2.107 24.223 -0.2 0.3 0.5
H 2.805 -0.504 21.535 0.3 -0.6 -0.2
H 3.695 -1.868 22.367 -0.1 0.3 -1.6
C 3.776 4.741 21.507 2.5 3.8 -1.6
O 4.213 5.903 21.373 -0.8 -1.2 0.1
N 4.033 3.772 20.646 0.7 -2.0 -2.5
N 3.099 4.316 22.520 -1.9 -0.3 2.9
H 3.451 2.947 20.692 0.2 0.1 -0.4
H 4.391 4.038 19.740 -0.1 -0.1 0.2
H 2.934 5.043 23.201 -0.1 -0.8 0.4
H 3.099 3.316 22.661 -0.5 0.4 0.8
C -1.693 -3.301 12.070 0.5 -1.4 -0.8
O -0.571 -2.916 11.983 2.8 1.6 0.4
N -2.159 -4.137 12.964 -0.3 -1.8 3.9
N -2.580 -3.234 11.120 -3.0 1.6 -3.9
H -1.522 -4.426 13.692 -0.6 0.0 0.1
H -3.117 -4.450 12.897 0.6 -0.2 0.6
H -3.525 -3.537 11.308 0.3 0.3 -0.6
H -2.377 -2.765 10.249 -0.1 0.0 0.4
C 1.508 5.035 12.521 0.2 2.1 0.9
O 2.227 5.073 13.492 1.2 0.5 1.1
N 1.033 6.180 11.922 0.2 -0.3 0.3
N 1.094 3.897 12.047 -1.6 -2.7 -2.1
H 1.489 7.001 12.293 -0.5 0.1 -0.5
H 0.448 6.154 11.099 0.4 0.4 0.3
H 0.492 3.895 11.236 0.2 -0.4 0.2
H 1.467 3.026 12.398 -0.1 0.3 -0.1
C -1.485 4.139 23.101 -0.7 -0.4 0.1
C -2.978 3.710 23.166 1.1 -1.5 -0.4
O -3.506 3.823 21.855 -1.0 1.6 -0.7
H -1.348 5.199 22.886 -0.4 0.0 -0.3
H -1.108 3.552 22.263 0.5 0.2 0.1
H -0.865 3.971 23.982 -0.3 -0.4 0.2
H -3.562 4.106 23.996 -0.3 0.7 -0.6
H -3.146 2.634 23.205 1.1 -0.4 1.7
H -3.217 3.032 21.395 -0.1 0.1 -0.2
C -4.593 0.643 13.870 2.4 -0.4 -0.1
C -3.475 0.448 14.927 0.7 3.1 -2.4
O -3.923 -0.212 15.971 -1.8 -3.1 3.3
H -4.712 -0.343 13.420 -0.9 -0.2 0.2
H -4.088 1.162 13.055 -0.6 0.7 -0.1
H -5.466 1.127 14.306 0.0 -0.2 -0.4
H -3.182 1.401 15.367 0.3 0.5 -0.6
H -2.581 -0.031 14.528 0.2 0.1 -0.6
H -4.380 -0.961 15.582 -0.3 -0.6 0.7
C 8.179 -0.399 16.216 0.6 1.3 1.3
C 8.497 -0.372 17.735 -1.6 -1.2 -1.3
C 7.626 0.626 18.524 1.0 0.2 0.2
O 8.112 -1.712 18.166 0.6 0.8 0.3
H 8.497 0.590 15.888 -0.4 0.2 -0.5
H 7.102 -0.525 16.105 0.2 -0.2 -0.4
H 8.809 -1.098 15.666 -0.4 -0.3 0.2
H 9.576 -0.245 17.822 0.0 0.2 0.5
H 6.560 0.503 18.330 0.1 -0.1 -0.1
H 7.906 1.672 18.407 0.0 0.1 -0.6
H 7.804 0.505 19.593 -0.1 -0.4 0.2
H 8.333 -1.702 19.100 -0.1 -0.5 0.3
C -7.262 -4.988 17.117 0.9 0.1 1.1
C -6.041 -4.083 16.965 0.2 -2.0 -1.0
C -4.685 -4.806 17.111 -0.2 0.7 0.7
O -6.057 -3.661 15.605 0.1 1.8 -0.1
H -8.226 -4.480 17.133 0.2 0.2 0.0
H -7.032 -5.420 18.092 -0.8 -0.7 0.1
H -7.285 -5.729 16.318 0.1 -0.2 0.2
H -6.045 -3.332 17.755 -0.2 0.8 -0.8
H -3.935 -4.042 16.908 0.1 -0.1 -0.3
H -4.555 -5.628 16.407 -0.1 -0.1 0.1
H -4.475 -5.110 18.136 -0.2 -0.4 0.0
H -5.921 -4.466 15.100 0.0 0.0 -0.1
C 6.445 5.619 15.973 1.8 -1.0 0.8
C 7.019 6.217 14.686 -1.1 0.4 1.1
C 7.414 5.343 13.550 0.7 -2.2 0.4
O 5.940 6.959 14.259 -1.4 2.9 -1.4
H 5.664 4.879 15.800 0.0 0.0 -0.2
H 6.091 6.382 16.667 -0.3 0.3 -0.5
H 7.248 5.165 16.554 0.1 -0.6 0.1
H 7.813 6.916 14.946 0.0 0.1 0.0
H 8.207 5.698 12.892 -0.3 0.3 0.0
H 6.528 5.038 12.993 0.1 0.2 -0.2
H 7.765 4.411 13.994 0.4 -0.3 -0.2
H 5.205 6.388 14.021 0.0 -0.2 0.0
C -2.442 -1.388 21.913 -0.5 -0.3 0.5
C -3.424 -1.112 20.770 0.4 1.1 0.1
C -4.842 -0.815 21.240 0.2 -1.3 1.0
O -2.930 0.050 20.146 0.8 1.2 -0.9
H -1.388 -1.484 21.653 -0.2 -0.2 -0.5
H -2.758 -2.250 22.500 0.1 -0.3 -0.2
H -2.462 -0.576 22.640 -0.2 0.4 -0.2
H -3.434 -1.827 19.948 0.0 -1.0 0.6
H -4.987 0.158 21.710 0.3 0.2 -0.5
H -4.963 -1.512 22.069 -0.7 -0.3 0.0
H -5.585 -1.025 20.470 0.0 0.2 0.1
H -3.225 0.009 19.233 0.0 0.4 -0.2
C 6.307 -6.326 14.148 0.4 1.7 -0.1
C 6.203 -5.042 15.002 -0.8 -0.5 0.4
C 4.794 -4.754 15.462 -1.7 -0.6 -1.0
O 6.980 -5.193 16.150 1.1 -0.1 0.8
H 5.904 -7.238 14.588 -0.2 0.3 0.1
H 7.365 -6.464 13.924 0.0 -0.2 -0.1
H 5.804 -6.022 13.230 -0.1 -0.7 -0.2
H 6.564 -4.158 14.475 0.1 -0.2 -0.7
H 4.095 -4.937 14.646 -0.1 0.2 -0.5
H 4.536 -3.743 15.779 0.6 0.0 0.4
H 4.443 -5.503 16.172 0.4 0.2 0.5
H 7.022 -4.314 16.533 0.3 0.0 0.5
C 4.511 -1.938 10.475 -0.4 0.7 0.3
C 4.272 -0.998 11.709 0.6 -1.5 -0.3
C 5.405 -0.011 11.972 0.4 -0.6 -0.1
O 3.095 -0.280 11.614 -1.3 1.5 -0.6
H 5.297 -2.674 10.642 0.0 0.1 0.2
H 4.730 -1.432 9.535 0.0 0.3 0.1
H 3.559 -2.456 10.362 0.1 -0.3 -0.2
H 4.047 -1.759 12.456 0.9 0.2 0.9
H 5.302 0.686 12.804 -0.6 -0.2 0.0
H 5.573 0.577 11.070 -0.1 0.1 -0.1
H 6.328 -0.557 12.165 0.1 -0.1 -0.1
H 2.321 -0.816 11.801 0.1 -0.2 -0.1
C 0.698 6.372 17.719 2.0 0.1 0.2
C -0.566 6.587 17.002 -1.6 -1.2 1.4
C -1.721 6.107 17.841 -0.4 -1.3 -0.4
O -0.803 7.946 16.875 0.4 1.5 -1.2
H 0.982 5.340 17.920 -0.5 -0.2 -0.2
H 0.721 6.877 18.685 -0.1 0.2 -0.1
H 1.504 6.740 17.084 0.2 0.3 0.2
H -0.607 5.979 16.099 0.3 0.4 -0.7
H -1.499 5.070 18.094 -0.3 0.0 0.7
H -2.605 6.037 17.208 -0.3 0.2 0.0
H -1.916 6.784 18.673 0.2 -0.4 0.2
H -1.750 8.025 16.744 0.0 0.4 -0.1
C 2.361 0.763 16.409 -1.1 -0.1 -1.5
C 1.035 0.281 17.063 1.2 1.3 -0.1
C 0.716 -1.178 16.730 0.2 0.7 1.4
O 1.091 0.583 18.453 0.6 -0.7 0.8
H 2.045 0.940 15.381 -0.1 0.1 -0.4
H 3.147 0.035 16.211 0.1 -0.2 0.9
H 2.734 1.755 16.663 0.0 -0.3 0.8
H 0.264 0.985 16.747 -0.2 -0.3 -0.9
H 1.248 -1.795 17.454 0.4 0.0 0.0
H 1.048 -1.466 15.732 -0.6 0.1 -0.1
H -0.327 -1.309 17.018 -0.2 -0.4 -0.8
H 0.206 0.651 18.819 -0.2 -0.1 0.0
C 1.433 -8.419 19.006 -0.8 -0.2 0.3
C 0.127 -7.627 19.228 0.9 0.9 -0.3
C 0.448 -6.131 19.543 -0.3 -0.5 0.7
O -0.667 -7.707 18.045 -0.2 -0.2 0.3
H 2.045 -7.862 18.296 0.3 -0.4 -0.1
H 1.136 -9.413 18.671 0.1 0.1 -0.7
H 1.978 -8.680 19.913 0.2 0.7 0.2
H -0.404 -8.141 20.029 -0.4 0.4 0.0
H 1.047 -6.127 20.454 0.5 0.2 -0.2
H -0.364 -5.441 19.771 -0.7 -0.6 0.0
H 0.939 -5.615 18.718 0.5 -0.4 -0.1
H -0.097 -7.433 17.322 0.0 0.0 -0.2

=====

167
Properties=species:S:1:pos:R:3:forces:R:3 method="wB97M-V/def2-TZVPD" e_homo_ev=-10.16 charge=+1 gap_ev=7.6 max_force_ev_per_a=2.96
N 1.326 3.743 2.600 -0.2 -0.2 0.7
H 0.540 3.269 2.114 -0.2 0.2 -0.3
H 1.679 2.972 3.229 0.3 -0.1 -0.1
H 1.007 4.510 3.195 0.0 0.1 0.0
H 2.052 4.054 1.963 0.0 0.0 0.0
N -0.119 3.275 -2.853 -1.4 1.3 0.6
H -0.662 2.694 -2.179 0.9 -0.5 -0.3
H -0.556 4.196 -2.668 0.0 0.1 -0.6
H -0.369 2.985 -3.794 0.4 -0.1 -0.1
H 0.865 3.398 -2.564 0.1 -0.9 0.0
C -0.946 -0.474 0.781 -0.4 1.3 0.0
F -2.285 -0.488 0.732 0.3 0.1 -0.3
F -0.589 -0.849 1.993 0.3 -0.2 0.4
F -0.464 -1.328 -0.107 -0.1 -0.5 -0.4
S -0.202 1.220 0.422 -0.4 0.6 -0.4
O -0.618 2.057 1.540 -0.2 -0.1 0.1
O 1.215 0.945 0.404 0.3 -0.2 0.0
O -0.745 1.680 -0.860 -0.1 -1.0 1.1
C -2.987 0.554 -2.783 -1.0 0.4 -0.1
C -3.998 0.727 -1.634 0.5 -0.3 -1.2
O -5.221 1.303 -2.020 -0.2 0.5 0.1
O -2.588 1.777 -3.415 1.2 0.5 0.8
H -3.305 -0.033 -3.648 -0.4 -0.8 0.6
H -2.181 0.052 -2.250 0.7 0.3 -0.7
H -3.531 1.382 -0.896 -0.1 0.1 0.0
H -4.113 -0.261 -1.176 -0.2 0.0 0.1
H -5.646 0.807 -2.726 0.1 -0.2 0.1
H -3.325 2.285 -3.764 -0.4 -0.4 0.2
C 3.689 -2.615 -1.770 -1.2 -0.4 -0.7
C 2.565 -3.047 -0.836 0.0 -0.4 0.9
O 2.346 -2.074 0.188 0.2 0.1 -0.2
O 3.785 -3.606 -2.790 0.1 -0.2 0.3
H 4.638 -2.484 -1.253 -0.1 0.2 0.1
H 3.295 -1.710 -2.252 0.6 0.4 0.2
H 2.774 -3.981 -0.307 0.3 -0.1 -0.3
H 1.627 -3.219 -1.372 0.2 0.0 -0.4
H 1.527 -1.630 -0.027 0.1 0.3 0.1
H 4.577 -3.453 -3.312 -0.1 0.0 -0.1
C -2.626 5.554 -1.343 -0.8 -0.9 0.1
C -1.963 4.981 -0.108 0.4 0.2 -0.5
O -1.161 5.940 0.573 0.1 -0.1 0.2
O -1.621 5.670 -2.381 -0.3 0.9 0.5
H -3.223 6.438 -1.106 0.6 0.5 -0.3
H -3.370 4.865 -1.751 0.1 -0.3 0.2
H -1.364 4.156 -0.503 0.1 -0.2 0.5
H -2.639 4.586 0.647 -0.2 0.0 -0.2
H -0.470 6.285 -0.002 -0.1 -0.1 -0.2
H -1.479 6.606 -2.560 0.1 -0.1 -0.2
C -3.688 -5.446 -5.018 -0.6 -0.6 0.5
C -3.410 -4.006 -4.634 1.2 0.6 -0.6
C -3.410 -3.702 -3.149 1.6 -0.3 0.4
O -2.212 -4.229 -2.561 0.0 -0.1 -0.4
C -2.173 -4.031 -1.170 -0.7 -0.8 -0.1
N -2.131 -3.569 -5.238 0.4 0.4 0.2
H -3.811 -5.629 -6.086 -0.4 0.5 0.0
H -4.570 -5.779 -4.461 -0.1 -0.3 -0.4
H -2.885 -6.149 -4.785 0.2 0.4 0.6
H -4.128 -3.269 -5.008 -0.5 -0.6 -0.3
H -4.291 -4.127 -2.658 -0.1 0.2 0.0
H -3.271 -2.631 -2.959 -0.9 0.2 -0.3
H -2.478 -3.024 -0.858 0.3 0.1 -0.2
H -1.171 -4.291 -0.833 -0.1 0.1 0.2
H -2.913 -4.724 -0.744 0.2 0.1 0.4
H -1.340 -3.796 -4.644 -0.2 -0.1 0.3
H -1.951 -4.086 -6.090 -0.2 0.1 -0.1
C 4.629 1.753 3.138 -0.2 -0.4 0.4
C 3.638 0.788 3.741 -1.4 -0.1 0.6
C 3.785 0.620 5.242 0.8 -0.5 -0.1
O 5.121 0.206 5.502 0.0 0.0 0.2
C 5.269 -0.244 6.834 -0.2 -0.4 0.4
N 2.213 1.210 3.463 1.2 -0.1 -0.8
H 4.508 2.727 3.618 0.3 0.0 0.1
H 4.517 1.901 2.062 0.0 -0.3 0.0
H 5.587 1.298 3.388 0.3 0.6 -0.3
H 3.675 -0.231 3.344 0.8 0.2 -0.3
H 3.090 -0.185 5.509 -0.1 0.1 0.4
H 3.571 1.513 5.835 -0.2 0.2 -0.2
H 4.999 0.514 7.573 -0.1 0.2 -0.1
H 6.285 -0.557 7.070 0.2 0.2 -0.6
H 4.652 -1.130 7.009 -0.2 0.0 0.0
H 1.657 0.373 3.627 -0.3 0.3 0.2
H 2.292 1.199 2.442 -0.8 0.1 -0.1
C 2.330 -8.771 1.910 1.1 1.1 0.5
C 1.180 -7.792 1.984 -0.5 -0.6 -2.5
C 1.486 -6.300 2.005 1.9 -0.6 2.1
O 0.336 -5.579 2.266 -1.9 0.2 0.1
C 0.433 -4.298 2.845 -0.6 0.4 -0.2
N 0.354 -8.109 0.774 -1.2 0.5 1.6
H 1.879 -9.757 1.852 0.4 -0.2 0.2
H 3.041 -8.617 2.729 -0.4 -0.5 0.4
H 2.997 -8.596 1.059 -0.5 -0.1 -0.4
H 0.552 -8.064 2.835 0.0 0.3 0.1
H 2.065 -5.992 1.123 -0.3 0.1 -0.1
H 2.121 -6.168 2.906 0.4 0.1 -0.4
H -0.464 -3.954 3.373 -0.6 -1.0 -0.3
H 0.479 -3.580 2.026 1.0 0.4 0.2
H 1.144 -4.223 3.671 0.8 0.0 -0.6
H 0.789 -8.128 -0.135 0.5 0.3 0.2
H -0.358 -7.385 0.829 -0.2 -0.3 -0.8
C 1.844 -2.561 -7.278 -0.2 -0.2 1.2
C 2.188 -1.523 -6.205 -0.3 1.2 -0.8
C 1.337 -1.641 -4.939 0.9 -1.0 -0.5
O 1.677 -0.576 -4.084 0.1 0.1 0.4
C 0.809 -0.438 -2.972 0.2 1.2 -0.7
N 3.620 -1.544 -5.934 0.1 -0.4 0.8
H 2.645 -2.753 -7.988 0.0 0.5 -0.1
H 0.910 -2.276 -7.759 0.0 -0.3 -0.2
H 1.753 -3.505 -6.732 -0.4 -0.2 -0.3
H 1.946 -0.510 -6.570 -0.2 -0.1 -0.2
H 1.617 -2.588 -4.453 -0.3 -0.1 0.1
H 0.270 -1.648 -5.183 0.0 0.0 -0.1
H 1.380 0.050 -2.180 0.0 -0.4 0.3
H 0.314 -1.360 -2.664 0.2 -0.1 0.1
H 0.061 0.311 -3.259 -0.4 -0.3 0.1
H 3.790 -1.008 -5.087 0.1 0.1 -0.2
H 4.087 -1.073 -6.698 0.2 0.0 0.1
C 3.294 3.934 -3.694 -0.7 0.1 -0.7
C 3.012 2.631 -2.952 0.2 0.5 0.9
C 4.199 1.739 -2.755 1.3 -1.4 -1.3
O 4.806 1.508 -4.022 -0.1 0.9 -0.6
C 6.017 0.779 -4.037 -0.9 -0.6 -0.1
N 2.514 2.965 -1.595 -0.8 0.4 -0.2
H 4.336 4.055 -3.980 0.0 0.2 0.3
H 2.871 4.781 -3.148 0.5 0.1 0.2
H 2.720 3.977 -4.624 0.2 -0.3 -0.1
H 2.242 2.089 -3.508 0.1 -0.3 0.2
H 3.873 0.756 -2.388 -0.1 0.1 0.4
H 4.965 2.122 -2.073 -0.3 0.4 0.2
H 6.880 1.321 -3.648 -0.2 -0.1 0.5
H 6.262 0.518 -5.067 -0.2 0.2 -0.1
H 5.768 -0.169 -3.546 0.8 -0.1 0.4
H 2.631 2.224 -0.914 -0.2 -0.2 -0.1
H 2.951 3.806 -1.240 0.3 -0.1 -0.1
C -1.602 4.705 7.056 -0.2 0.5 -0.3
C -0.438 4.144 6.203 -1.1 -0.6 0.7
C -0.849 2.946 5.336 -0.1 1.4 -1.3
O -1.288 1.809 5.997 0.2 0.2 0.7
C -1.819 0.856 5.105 -0.1 0.9 -1.0
N 0.065 5.246 5.369 0.7 -0.6 -0.4
H -2.125 5.520 6.541 0.1 -0.2 -0.5
H -1.189 5.255 7.904 -0.1 -0.6 0.4
H -2.409 4.015 7.298 0.5 -0.3 0.5
H 0.327 3.758 6.879 0.3 0.4 0.0
H -0.047 2.693 4.628 0.3 -0.1 0.3
H -1.609 3.400 4.674 -0.5 -0.5 0.0
H -1.149 0.692 4.249 0.4 -0.5 0.4
H -2.670 1.305 4.579 -0.5 -0.3 0.4
H -2.067 -0.047 5.650 0.0 0.0 0.0
H -0.572 5.441 4.601 -0.3 -0.1 0.2
H 0.014 6.068 5.958 0.3 0.2 -0.2
C -5.762 3.204 2.996 0.0 0.3 -0.9
C -5.400 2.485 1.685 0.8 -0.2 0.3
C -6.191 1.165 1.404 0.2 1.2 1.1
O -6.472 0.442 2.588 -0.2 -0.2 -0.5
C -5.399 -0.355 3.014 -0.1 0.2 0.9
N -5.624 3.350 0.520 -0.4 -0.5 -0.3
H -6.840 3.358 2.984 0.0 0.0 0.4
H -5.275 4.184 2.989 -0.2 0.1 -0.2
H -5.404 2.765 3.925 -0.3 -0.6 -0.2
H -4.337 2.212 1.726 0.2 -0.1 0.2
H -5.600 0.558 0.717 -0.2 -0.1 -0.3
H -7.142 1.484 0.984 -0.1 -0.3 -0.2
H -5.748 -0.984 3.836 -0.2 -0.1 -0.3
H -4.636 0.271 3.489 0.4 0.0 -0.4
H -5.007 -0.987 2.212 0.2 0.1 0.0
H -5.076 4.196 0.447 0.2 -0.1 0.5
H -5.411 2.787 -0.297 -0.2 0.2 -0.3